Record 1
Here is C27H45BrCaN2OP2 as an isolated structure in a non-equilibrium geometry from the OMol25 dataset. Energies are from ωB97M-V with the def2-TZVPD basis set.

Structure (XYZ):
```
79
Properties=species:S:1:pos:R:3:mulliken_charge:R:1
N -4.82 -1.66 3.74 -0.498
C -4.33 -0.60 4.38 -0.447
C -4.40 0.70 3.86 -0.557
C -4.97 0.88 2.57 0.942
C -5.61 -0.23 1.99 -0.298
C -5.50 -1.49 2.60 -0.545
C -4.69 2.07 1.78 -0.468
Ca 0.06 1.30 -0.92 1.656
P 3.39 -0.12 -1.33 0.758
C -4.72 2.08 0.41 -0.750
C -3.63 2.65 -0.39 0.763
C -3.40 2.17 -1.70 -0.379
C -2.25 2.54 -2.43 -0.399
C -1.28 3.20 -1.71 -1.276
C -1.46 3.79 -0.47 -0.200
C -2.66 3.48 0.21 -0.105
Br 0.88 3.17 -2.59 -0.096
H -4.34 2.94 2.33 0.666
H -5.45 1.47 -0.14 0.414
H -3.98 1.53 4.42 0.426
H -6.16 -0.15 1.05 0.369
H -3.86 -0.78 5.36 0.362
H -5.97 -2.37 2.14 0.409
H -4.14 1.48 -2.14 0.444
H -2.83 3.85 1.22 0.379
H -2.16 2.31 -3.49 0.470
H -0.72 4.47 -0.04 0.401
P -0.53 -1.85 -0.03 1.194
C 3.80 1.55 -0.64 -0.120
C 4.64 2.56 -1.43 -1.481
H 4.31 1.34 0.32 0.430
H 2.83 2.01 -0.39 0.045
H 4.72 3.46 -0.81 0.434
H 5.66 2.20 -1.61 0.254
H 4.18 2.87 -2.38 0.220
C 3.08 0.22 -3.12 -0.013
C 4.26 0.43 -4.06 -1.451
H 2.39 1.09 -3.18 -0.066
H 2.51 -0.66 -3.46 0.252
H 3.86 0.62 -5.07 0.432
H 4.88 1.30 -3.80 0.237
H 4.90 -0.46 -4.13 0.313
C 4.98 -1.05 -1.33 -0.629
C 6.28 -0.27 -1.32 -1.374
H 4.94 -1.73 -2.19 0.486
H 4.92 -1.67 -0.42 0.463
H 7.11 -0.98 -1.21 0.432
H 6.45 0.27 -2.26 0.239
H 6.36 0.44 -0.49 0.300
C 0.48 -3.19 0.74 -1.062
C 1.97 -3.13 0.43 -0.970
H 0.07 -4.15 0.39 0.607
H 0.31 -3.15 1.82 0.516
H 2.47 -4.02 0.85 0.451
H 2.18 -3.10 -0.64 0.264
H 2.44 -2.25 0.88 -0.025
C -0.43 -2.41 -1.79 -0.554
C -1.48 -1.80 -2.71 -1.167
H -0.54 -3.50 -1.77 0.482
H 0.58 -2.19 -2.15 0.072
H -1.47 -2.33 -3.68 0.424
H -2.49 -1.89 -2.30 0.253
H -1.31 -0.73 -2.92 0.247
C -2.23 -2.48 0.36 -0.675
C -2.45 -3.09 1.74 -1.345
H -2.50 -3.20 -0.42 0.501
H -2.89 -1.61 0.24 0.158
H -3.48 -3.46 1.82 0.329
H -1.78 -3.93 1.94 0.379
H -2.32 -2.35 2.54 0.263
C 1.45 -0.08 2.99 -0.729
C 0.68 1.11 2.49 0.423
N 0.09 1.90 3.39 -0.366
O 0.57 1.39 1.25 -0.618
H 1.74 0.04 4.04 0.472
H 2.34 -0.22 2.37 0.036
H 0.81 -0.97 2.93 0.156
H -0.46 2.70 3.07 0.210
H 0.12 1.68 4.39 0.229
```

Properties
**E**: -140802.32314 eV
**HOMO**: -13.339 eV
**Energy relative to the best compared isomer or geometry (same formula, charge and spin)**: 260.2 kJ/mol
**Net charge**: +2
**Gap between HOMO and LUMO**: 6.03 eV

Record 2
Here is C62H49As2BrF4HfP2S4Se4Si as an isolated structure in a non-equilibrium geometry from the OMol25 dataset. Energies are from ωB97M-V with the def2-TZVPD basis set.

Structure (XYZ):
```
130
Properties=species:S:1:pos:R:3:mulliken_charge:R:1
Hf 0.48 -0.13 -0.01 -0.168
F 1.80 5.52 6.06 -0.329
C 1.02 4.83 5.22 0.518
C -0.35 5.01 5.26 0.304
F -0.88 5.87 6.13 -0.329
C -1.15 4.29 4.39 0.271
F -2.47 4.53 4.46 -0.399
C -0.63 3.38 3.48 -0.589
P -1.70 2.39 2.34 1.622
C -2.49 3.84 1.52 0.557
C -1.61 4.70 0.86 -0.812
C -2.08 5.74 0.07 -0.570
C -3.44 5.96 -0.05 -0.569
C -4.33 5.12 0.61 -0.707
C -3.86 4.07 1.38 -0.163
C -2.99 1.72 3.46 0.427
C -4.13 1.17 2.88 -0.552
C -5.07 0.51 3.66 -0.677
C -4.87 0.35 5.02 -0.626
C -3.71 0.85 5.60 -0.749
C -2.78 1.54 4.83 -0.721
C 0.77 3.26 3.43 0.058
Br 1.62 2.21 2.10 0.141
C 1.57 3.97 4.30 0.135
F 2.91 3.86 4.25 -0.338
H -0.54 4.53 0.94 0.270
H -1.37 6.37 -0.45 0.421
H -3.81 6.76 -0.67 0.345
H -5.39 5.29 0.52 0.388
H -4.57 3.42 1.89 0.414
H -4.26 1.20 1.80 0.741
H -5.96 0.10 3.19 0.388
H -5.58 -0.20 5.62 0.366
H -3.51 0.69 6.65 0.371
H -1.87 1.88 5.30 0.455
S 0.20 -3.55 3.56 -0.550
As 0.30 -1.59 2.83 0.290
S -1.36 -1.16 1.38 -0.016
S 2.09 -1.25 1.58 -0.363
S 0.30 -0.15 4.38 -0.476
Se -1.52 1.35 -1.26 -0.156
Se -0.63 2.96 -2.68 -0.228
Se 1.20 3.67 -1.40 -0.265
Se 2.36 1.68 -1.15 -0.045
C -1.91 -2.17 -3.42 1.268
C -2.39 -3.38 -4.24 -1.299
As -4.11 -3.35 -5.23 0.180
C -5.30 -4.08 -3.86 -0.143
C -6.19 -3.42 -3.02 0.567
C -6.97 -4.12 -2.11 -0.730
C -6.86 -5.50 -2.01 -0.562
C -5.99 -6.18 -2.85 -0.724
C -5.23 -5.48 -3.77 -0.315
C -4.47 -1.43 -5.31 0.266
C -3.40 -0.60 -5.65 -0.556
C -3.57 0.77 -5.76 -0.336
C -4.83 1.34 -5.55 -0.724
C -5.91 0.51 -5.28 -0.443
C -5.73 -0.86 -5.17 -0.256
P -1.91 -2.04 -1.56 0.067
C -1.84 -3.78 -0.96 1.425
C -0.72 -4.16 -0.21 -0.655
C -0.60 -5.44 0.30 -0.655
C -1.60 -6.37 0.06 -0.964
C -2.73 -6.00 -0.66 -0.897
C -2.85 -4.71 -1.16 0.128
C -3.67 -1.61 -1.21 2.036
C -4.30 -0.60 -1.95 -0.395
C -5.54 -0.10 -1.57 -1.178
C -6.19 -0.62 -0.46 -0.719
C -5.59 -1.64 0.27 -0.830
C -4.33 -2.10 -0.08 -0.703
H -2.40 -1.25 -3.73 -0.710
H -0.86 -2.00 -3.67 -0.916
H -2.41 -4.29 -3.65 0.181
H -1.65 -3.55 -5.03 0.759
H -6.25 -2.34 -3.03 0.209
H -7.64 -3.58 -1.46 0.389
H -7.45 -6.04 -1.28 0.366
H -5.90 -7.26 -2.78 0.407
H -4.55 -6.01 -4.43 0.339
H -2.42 -1.02 -5.82 0.459
H -2.73 1.41 -6.00 0.418
H -4.96 2.41 -5.61 0.414
H -6.89 0.94 -5.14 0.405
H -6.59 -1.49 -4.99 0.491
H 0.05 -3.43 -0.01 -0.258
H 0.26 -5.69 0.90 0.641
H -1.51 -7.37 0.46 0.351
H -3.53 -6.72 -0.82 0.413
H -3.75 -4.43 -1.68 0.219
H -3.82 -0.17 -2.81 0.309
H -5.98 0.71 -2.14 0.464
H -7.16 -0.23 -0.16 0.348
H -6.10 -2.07 1.12 0.443
H -3.85 -2.83 0.55 0.413
C 6.46 -0.68 -1.05 -0.541
C 5.81 -0.17 -2.16 -0.759
C 4.50 -0.54 -2.43 -0.500
C 3.80 -1.44 -1.62 1.496
C 4.49 -1.96 -0.52 -0.635
C 5.80 -1.59 -0.23 -0.989
Si 1.93 -1.80 -1.93 1.053
C 1.74 -1.27 -3.77 0.258
C 0.87 -0.24 -4.12 0.109
C 0.71 0.17 -5.44 -0.175
C 1.43 -0.46 -6.44 -0.768
C 2.31 -1.49 -6.11 -0.779
C 2.46 -1.89 -4.79 0.042
C 1.84 -3.71 -2.18 0.373
C 0.81 -4.24 -2.96 0.721
C 0.60 -5.60 -3.10 -0.666
C 1.45 -6.49 -2.46 -0.757
C 2.51 -6.00 -1.71 -0.781
C 2.70 -4.63 -1.57 -0.514
H 7.47 -0.38 -0.82 0.346
H 6.31 0.53 -2.81 0.390
H 4.00 -0.10 -3.29 0.370
H 4.00 -2.65 0.15 0.445
H 6.29 -1.99 0.65 0.396
H 0.30 0.27 -3.35 -0.363
H 0.04 0.98 -5.68 0.471
H 1.32 -0.16 -7.48 0.336
H 2.88 -1.99 -6.90 0.365
H 3.15 -2.69 -4.55 0.461
H 0.14 -3.55 -3.47 -0.189
H -0.22 -5.96 -3.70 0.389
H 1.29 -7.56 -2.55 0.351
H 3.19 -6.69 -1.22 0.387
H 3.54 -4.28 -0.99 0.169
```

Properties
**E**: -600175.36947 eV
**HOMO**: -2.514 eV
**Energy relative to the best compared isomer or geometry (same formula, charge and spin)**: 125.0 kJ/mol
**Net charge**: -2
**Gap between HOMO and LUMO**: 6.14 eV

Record 3
Here is C23H20Cl3FN10NiO4S as an isolated structure in a non-equilibrium geometry from the OMol25 dataset. Energies are from ωB97M-V with the def2-TZVPD basis set.

Structure (XYZ):
```
63
Properties=species:S:1:pos:R:3:nbo_charge:R:1
Ni -0.37 0.97 0.78 1.511
N 1.84 1.90 1.22 -0.856
C 2.33 2.56 0.09 0.150
C 3.64 2.89 -0.13 -0.242
C 4.03 3.56 -1.31 -0.185
C 3.11 3.91 -2.25 -0.198
C 1.75 3.55 -2.08 -0.101
C 0.74 3.85 -3.02 -0.114
C -0.54 3.43 -2.80 -0.250
C -0.81 2.65 -1.66 0.083
N 0.10 2.35 -0.77 -0.538
C 1.37 2.83 -0.93 0.201
H 1.21 2.45 1.80 0.415
H 2.55 1.51 1.84 0.408
H 4.37 2.67 0.63 0.224
H 5.07 3.82 -1.44 0.224
H 3.40 4.46 -3.14 0.219
H 0.99 4.42 -3.90 0.224
H -1.34 3.65 -3.49 0.234
H -1.81 2.27 -1.47 0.226
F -4.05 -1.46 1.32 -0.312
C -3.15 -2.05 2.13 0.195
C -2.20 -1.32 2.72 0.008
N -1.27 -1.86 3.56 -0.400
C -0.13 -1.11 4.09 -0.314
C -0.22 0.41 3.93 0.771
O -0.19 1.11 4.91 -0.609
O -0.17 0.84 2.71 -0.921
C -1.31 -3.21 3.88 0.788
O -0.52 -3.74 4.62 -0.614
N -2.31 -3.93 3.24 -0.628
C -3.24 -3.48 2.31 0.594
O -4.00 -4.24 1.74 -0.594
H -2.17 -0.24 2.59 0.264
H 0.76 -1.44 3.55 0.224
H -0.02 -1.38 5.14 0.245
H -2.31 -4.92 3.45 0.431
S 1.45 -1.52 1.01 -0.341
C 1.75 -2.07 -0.56 0.325
N 2.73 -1.53 -1.30 -0.599
C 3.11 -1.97 -2.63 -0.217
C 1.87 -2.48 -3.34 -0.420
C 1.20 -3.54 -2.48 -0.217
N 1.01 -3.03 -1.13 -0.601
H 3.27 -0.82 -0.83 0.423
H 3.86 -2.76 -2.57 0.193
H 3.55 -1.13 -3.16 0.216
H 2.13 -2.90 -4.31 0.230
H 1.18 -1.65 -3.50 0.212
H 1.81 -4.45 -2.45 0.196
H 0.22 -3.82 -2.88 0.216
H 0.28 -3.41 -0.54 0.426
N -2.19 1.75 0.92 -0.817
C -2.94 2.61 1.17 0.637
N -3.79 3.53 1.25 -0.675
C -4.51 3.95 2.26 0.434
N -5.17 4.40 3.09 -0.439
Cl -4.38 -0.29 -2.08 0.125
C -2.95 -1.30 -2.22 -0.231
Cl -3.28 -2.96 -1.76 0.117
Cl -2.31 -1.21 -3.88 0.068
C -1.91 -0.76 -1.31 0.351
N -1.13 -0.32 -0.60 -0.373
```

Properties
**E**: -139431.06836 eV
**HOMO (spin up / spin down)**: -8.341 / -8.346 eV
**Energy relative to the best compared isomer or geometry (same formula, charge and spin)**: 170.4 kJ/mol
**Multiplicity**: 3
**Gap between HOMO and LUMO (spin up / spin down)**: 7.33 / 7.33 eV

Record 4
Here is C41H41ClN11O4Tl as an isolated structure in a non-equilibrium geometry from the OMol25 dataset. Energies are from ωB97M-V with the def2-TZVPD basis set.

Structure (XYZ):
```
99
Properties=species:S:1:pos:R:3:mulliken_charge:R:1
Tl -0.19 -0.38 -0.15 1.629
N -0.92 0.45 -3.71 0.087
C 0.36 0.88 -3.64 0.205
N 0.98 1.18 -4.78 -0.819
C 2.24 1.62 -4.63 0.270
N 2.94 1.91 -5.74 -0.370
N 2.87 1.78 -3.45 -0.742
C 2.14 1.44 -2.40 -0.135
N 0.90 0.98 -2.42 0.431
C 2.74 1.63 -1.05 0.616
C 4.02 2.12 -0.90 -0.772
C 4.50 2.33 0.39 -0.592
C 3.66 2.05 1.46 -1.162
C 2.39 1.55 1.20 -0.317
N 1.95 1.33 -0.04 0.498
H -1.33 0.31 -4.61 0.270
H -1.39 0.12 -2.88 -0.254
H 2.46 1.92 -6.62 0.257
H 3.83 2.36 -5.65 0.245
H 4.61 2.34 -1.77 0.544
H 5.50 2.71 0.55 0.424
H 3.98 2.20 2.49 0.512
H 1.70 1.31 1.99 0.616
C -1.06 -8.17 4.90 -0.933
O -1.67 -6.90 4.99 -0.443
C -0.93 -5.89 5.53 0.811
C 0.38 -6.03 5.97 -0.664
C 1.03 -4.93 6.51 -0.580
C 0.42 -3.69 6.56 -0.263
C -0.89 -3.56 6.11 0.191
C -1.56 -4.65 5.61 -0.335
N 1.06 -2.64 7.32 -0.502
N 1.05 -1.46 6.94 -0.502
C 0.60 -1.08 5.64 -0.300
C -0.18 0.06 5.58 -0.481
C -0.63 0.61 4.38 -1.039
C -0.22 0.10 3.15 0.239
O -0.57 0.62 2.03 -0.558
C 0.73 -1.01 3.20 0.309
N 1.29 -1.36 2.02 0.307
C 2.18 -2.32 1.98 -0.898
C 2.62 -2.99 3.14 -1.067
C 2.09 -2.63 4.35 -0.866
C 1.10 -1.62 4.43 1.620
H -1.79 -8.83 4.45 0.250
H -0.79 -8.56 5.89 0.376
H -0.17 -8.14 4.27 0.348
H 0.89 -6.98 5.93 0.454
H 2.04 -5.04 6.91 0.452
H -1.39 -2.60 6.17 0.409
H -2.59 -4.57 5.28 0.342
H -0.46 0.52 6.52 0.393
H -1.27 1.48 4.39 0.498
H 2.60 -2.56 1.01 0.465
H 3.38 -3.75 3.07 0.453
H 2.45 -3.09 5.25 0.609
C 0.09 -3.60 -4.53 -1.566
C 1.13 -3.81 -3.43 0.382
C 1.92 -2.53 -3.13 -1.180
C 0.56 -4.43 -2.16 0.912
C 1.04 -5.67 -1.75 -1.130
C 0.58 -6.26 -0.58 -1.319
C -0.36 -5.62 0.21 -0.682
C -0.89 -4.38 -0.16 -0.036
C -1.83 -3.67 0.79 1.863
C -3.26 -4.22 0.67 -1.885
C -1.35 -3.74 2.24 -1.897
C -0.44 -3.83 -1.38 0.563
N -0.91 -2.60 -1.88 0.058
H 0.59 -3.29 -5.45 0.461
H -0.62 -2.82 -4.27 0.215
H -0.46 -4.52 -4.74 0.376
H 1.85 -4.55 -3.81 0.569
H 1.27 -1.75 -2.73 -0.031
H 2.37 -2.15 -4.05 0.454
H 2.72 -2.72 -2.41 0.376
H 1.80 -6.16 -2.34 0.419
H 0.97 -7.22 -0.27 0.397
H -0.68 -6.07 1.13 0.581
H -1.86 -2.61 0.53 -0.311
H -3.28 -5.28 0.95 0.380
H -3.64 -4.13 -0.34 0.411
H -3.93 -3.68 1.34 0.428
H -1.50 -4.74 2.67 0.368
H -1.91 -3.04 2.86 0.638
H -0.29 -3.50 2.33 0.123
O -2.13 -2.45 -1.61 0.174
O -2.54 -1.24 -1.90 -0.557
Cl -0.59 5.80 -0.36 -0.242
C -1.42 4.33 -0.74 -0.131
C -2.62 4.35 -1.44 -0.198
C -3.23 3.14 -1.71 -1.006
C -2.63 1.97 -1.29 -0.257
N -1.47 1.96 -0.63 0.197
C -0.88 3.11 -0.35 -0.443
H -3.05 5.29 -1.75 0.449
H -4.17 3.11 -2.24 0.432
H -3.08 1.00 -1.48 0.615
H 0.05 3.07 0.20 0.498
```

Properties
**E**: -84975.74027 eV
**HOMO**: -6.610 eV
**Energy relative to the best compared isomer or geometry (same formula, charge and spin)**: 0.0 kJ/mol
**Gap between HOMO and LUMO**: 5.31 eV

Record 5
Here is a 2-piece molecular cluster, C5H12O overall from the OMol25 dataset. Energies are from ωB97M-V with the def2-TZVPD basis set.

Structure (XYZ):
```
18
Properties=species:S:1:pos:R:3:nbo_charge:R:1
C -1.80 0.65 0.85 -0.638
C -0.33 0.95 0.88 -0.330
C 0.50 0.96 -0.17 0.333
C 1.95 1.28 -0.09 -0.652
O 0.15 0.66 -1.46 -0.687
H -2.41 1.54 1.03 0.219
H -2.07 -0.08 1.62 0.221
H -2.14 0.23 -0.11 0.188
H 0.09 1.21 1.85 0.208
H 2.27 1.43 0.94 0.219
H 2.17 2.20 -0.66 0.222
H 2.54 0.47 -0.54 0.222
H -0.78 0.38 -1.48 0.478
C -0.02 -2.41 -0.56 -0.863
H 0.01 -1.68 0.27 0.220
H 0.30 -3.38 -0.20 0.213
H 0.63 -2.08 -1.37 0.220
H -1.05 -2.49 -0.92 0.205
```

Properties
**E**: -7426.60598 eV
**HOMO**: -8.503 eV
**Energy relative to the best compared isomer or geometry (same formula, charge and spin)**: 68.1 kJ/mol
**Gap between HOMO and LUMO**: 9.39 eV

Record 6
Here is a 3-piece molecular cluster, C22H23F11N3O5 overall in a non-equilibrium geometry from the OMol25 dataset. Energies are from ωB97M-V with the def2-TZVPD basis set.

Structure (XYZ):
```
64
Properties=species:S:1:pos:R:3:nbo_charge:R:1
O 0.92 2.91 -3.19 -0.531
C 0.63 2.63 -2.04 0.708
C -0.25 1.36 -1.82 -0.530
C -1.07 0.94 -3.11 -0.225
N -0.51 -0.25 -3.80 -0.275
C 0.27 -0.23 -4.98 -0.014
C 0.64 -1.56 -5.42 -0.045
N 0.01 -2.36 -4.43 -0.453
C -0.65 -1.59 -3.50 0.339
C -1.46 -2.22 -2.32 0.595
F -2.65 -2.74 -2.83 -0.291
F -1.83 -1.29 -1.37 -0.285
C -0.70 -3.40 -1.57 0.924
F -0.77 -3.16 -0.22 -0.284
F -1.31 -4.59 -1.86 -0.283
F 0.64 -3.46 -1.87 -0.316
N 1.16 3.48 -0.99 -0.682
C 0.18 3.80 0.03 0.111
C -0.62 5.04 -0.05 -0.225
C -1.59 5.41 0.99 -0.204
C -1.82 4.58 2.20 -0.199
C -1.02 3.33 2.28 -0.210
C -0.06 2.97 1.23 -0.265
H 0.45 0.49 -1.60 0.237
H -0.96 1.42 -0.95 0.272
H -1.16 1.77 -3.86 0.272
H -2.13 0.66 -2.83 0.247
H 0.55 0.70 -5.52 0.282
H 1.24 -1.89 -6.29 0.291
H 0.03 -3.38 -4.40 0.465
H 2.04 3.12 -0.61 0.410
H -0.52 5.75 -0.91 0.238
H -2.18 6.36 0.95 0.231
H -2.53 4.88 3.01 0.241
H -1.20 2.72 3.20 0.237
H 0.52 2.02 1.38 0.215
C -5.54 -0.36 5.42 -0.638
C -4.51 -0.49 6.52 -0.080
O -3.52 0.55 6.43 -0.483
C -3.87 1.73 6.95 0.686
O -4.93 1.96 7.47 -0.521
C -2.72 2.73 6.83 0.899
F -2.15 2.71 5.61 -0.322
F -1.74 2.46 7.72 -0.304
F -3.11 3.99 7.06 -0.298
H -5.06 -0.32 4.44 0.208
H -6.24 -1.19 5.44 0.226
H -6.11 0.57 5.53 0.226
H -3.97 -1.44 6.40 0.197
H -4.97 -0.51 7.51 0.205
C 3.78 -4.02 -1.27 -0.642
C 4.14 -2.80 -2.08 -0.073
O 5.56 -2.62 -2.14 -0.478
C 6.21 -3.37 -3.04 0.692
O 5.68 -4.15 -3.77 -0.535
C 7.70 -3.05 -3.03 0.899
F 8.20 -2.99 -1.78 -0.303
F 7.96 -1.86 -3.61 -0.307
F 8.42 -3.97 -3.68 -0.295
H 4.23 -3.97 -0.28 0.226
H 2.70 -4.11 -1.17 0.213
H 4.15 -4.93 -1.75 0.231
H 3.73 -1.90 -1.60 0.189
H 3.72 -2.84 -3.09 0.183
```

Properties
**E**: -67779.14294 eV
**HOMO**: -11.372 eV
**Net charge**: +1
**Gap between HOMO and LUMO**: 7.19 eV

E of number 5 (C5H12O)? -7426.60598 eV